The following is a quantum chemistry calculation of C28H52F2IN5NbO7P2 as an isolated structure in a non-equilibrium geometry, from OMol25.

Calculated values
**Frontier orbital gap**: 6.445 eV
**LUMO level**: 0.6 eV
**Charge**: -1
**Highest occupied orbital energy**: -0.215 Ha

Positions of all 98 atoms, in Å:
C1 -2.04973 1.26981 8.09727
C2 -0.97072 1.70256 7.29579
C3 0.20762 2.16033 6.25356
C4 -0.34045 2.35297 4.68316
C5 0.79875 2.05429 3.56830
Nb1 0.63495 0.07434 2.43733
C6 0.87810 -1.83465 1.22242
C7 -0.41436 -2.27237 0.31268
F1 -1.59381 -2.74709 1.08637
C8 -1.34820 0.56519 1.44098
C9 -1.94471 2.07232 1.59689
C10 -3.38053 2.16482 2.45257
N1 -4.35076 1.04737 2.11685
C11 -5.36719 1.04295 3.25417
C12 -6.21988 -0.39517 3.29934
C13 -6.43187 -1.36464 1.98784
C14 -7.27790 -2.77989 2.26814
C15 -7.86314 -3.17517 3.77809
C16 -7.63129 -2.18021 5.06476
C17 -6.80612 -0.78640 4.81667
O1 -6.57873 0.08922 6.01396
C18 1.62590 1.17996 0.65979
O2 1.05695 2.37030 0.32311
N2 2.83920 0.68841 -0.09453
C19 2.54591 0.42101 -1.56058
O3 1.84466 1.23523 -2.37615
F2 3.09316 -0.82420 -2.16728
C20 -0.28741 -1.03743 4.22393
I1 -2.45284 -0.99159 4.40120
C21 0.39331 -2.51696 4.52342
C22 -0.33806 -3.80454 3.87735
P1 3.06373 -0.36991 3.26937
O4 3.58313 -1.80317 2.77738
O5 4.11628 0.91744 2.71282
O6 3.00002 -0.38730 5.03217
H1 -2.81539 0.72155 8.80869
H2 0.73164 3.17308 6.51852
H3 1.02197 1.31612 6.22741
H4 -1.36430 1.81817 4.55225
H5 -0.58275 3.52169 4.61947
H6 1.84725 2.11308 4.13711
H7 0.82063 2.99709 2.83563
H8 1.29231 -2.72493 1.90163
H9 1.76155 -1.65830 0.43604
H10 -0.69431 -1.48441 -0.53920
H11 -0.05034 -3.22933 -0.30574
H12 -2.17380 -0.29685 1.51301
H13 -1.06287 0.49206 0.27581
H14 -1.19695 2.90801 1.91807
H15 -2.29773 2.41915 0.50484
H16 -3.22821 2.36411 3.59252
H17 -3.89639 3.15751 2.03055
H18 -4.83922 1.39634 1.23719
H19 -6.12723 1.95144 3.10723
H20 -4.85171 1.11003 4.32727
H21 -6.00200 -1.08318 0.92487
H22 -7.46772 -3.56187 1.40115
H23 -8.46649 -4.16654 3.97627
H24 -8.02701 -2.38855 6.16870
H25 -5.57846 0.15531 6.18694
H26 3.30561 -0.12374 0.37232
H27 0.09461 -0.38758 5.15471
H28 1.53393 -2.58268 4.25698
H29 0.34242 -2.64164 5.71029
H30 0.30078 -4.32888 3.01501
H31 -0.40905 -4.63626 4.73145
H32 -1.41268 -3.67724 3.45797
H33 3.56731 1.74773 2.61071
H34 3.21889 0.55716 5.28901
O7 1.85082 -1.42264 -7.37001
P2 2.93873 -0.43385 -6.88423
N3 1.83123 0.86538 -6.81711
C23 2.08047 2.26095 -7.14342
C24 0.95350 0.81258 -5.64433
N4 3.71907 -0.47950 -8.41713
C25 3.03059 0.03219 -9.59905
C26 4.25248 -1.81001 -8.73651
N5 4.18945 0.70290 -6.32576
C27 5.23840 1.28058 -7.16484
C28 4.80853 0.18838 -5.09743
H35 2.61471 2.78854 -6.34380
H36 1.13513 2.79063 -7.31019
H37 2.64510 2.38745 -8.06526
H38 1.48151 1.14584 -4.74373
H39 0.59635 -0.20672 -5.46264
H40 0.06123 1.43373 -5.78086
H41 2.00739 -0.34687 -9.68724
H42 3.56455 -0.22944 -10.52209
H43 2.99546 1.11954 -9.59723
H44 3.46625 -2.49912 -9.06949
H45 4.74021 -2.24807 -7.85571
H46 5.01510 -1.74723 -9.52042
H47 5.95793 0.52718 -7.50855
H48 5.79606 2.04256 -6.60950
H49 4.82970 1.79994 -8.03563
H50 5.43869 -0.67793 -5.30851
H51 4.02871 -0.12032 -4.38764
H52 5.40429 0.95789 -4.59556